[1]
Formula: C40H43N6O2P2RhS2
Source: the OMol25 dataset
Level of theory: the ωB97M-V functional and the def2-TZVPD basis

The energy relative to the best compared isomer or geometry (same formula, charge and spin) comes out at 25.5 kJ/mol. Its expectation value of S² is 6.05. Its LUMO energy (spin up / spin down) is -0.221 / -0.282 Eh. The spin multiplicity is 5. As for the HOMO-LUMO gap (spin up / spin down): 4.88 / 5.84 eV. The total charge is +2. The HOMO energy (spin up / spin down) is -10.9 / -13.5 eV.

CARTESIAN COORDINATES (ANGSTROEM)
Rh 0.625 1.734 0.817
C 0.506 -0.835 4.439
C 1.832 -1.214 4.528
C 2.740 -0.644 3.651
C 2.299 0.253 2.689
N 0.979 0.536 2.534
C 0.125 0.018 3.419
C 3.213 1.055 1.867
C 4.592 1.063 1.992
C 5.326 2.006 1.291
C 4.664 2.937 0.511
C 3.283 2.862 0.389
N 2.590 1.909 1.032
C 2.472 3.763 -0.437
C 3.025 4.805 -1.174
C 2.210 5.605 -1.953
C 0.855 5.323 -1.996
C 0.381 4.248 -1.269
N 1.148 3.497 -0.481
H -0.234 -1.209 5.132
H 2.157 -1.923 5.277
H 3.791 -0.879 3.725
H -0.905 0.314 3.318
H 5.087 0.368 2.653
H 6.405 2.019 1.364
H 5.221 3.714 0.012
H 4.088 4.987 -1.144
H 2.630 6.415 -2.533
H 0.179 5.922 -2.589
H -0.656 3.963 -1.337
C 0.816 1.653 -2.895
P 0.657 0.627 -1.376
C -1.103 0.168 -1.606
N -1.451 -0.686 -2.573
C -2.732 -0.911 -2.883
C -3.123 -1.850 -3.849
C -4.490 -2.028 -4.190
C -5.450 -1.271 -3.590
C -5.092 -0.320 -2.603
C -3.749 -0.132 -2.226
N -3.385 0.701 -1.254
C -2.102 0.851 -0.894
P -1.723 1.568 0.755
C -2.763 0.319 1.620
C -2.762 3.112 1.142
C -1.980 4.367 0.752
C -2.938 3.104 2.670
C -4.119 3.127 0.448
C 1.830 -0.806 -1.792
C 3.214 -0.150 -1.872
C 1.530 -1.550 -3.093
C 1.783 -1.795 -0.630
H 0.819 0.996 -3.762
H 1.739 2.234 -2.880
H -0.028 2.333 -2.981
H -2.347 -2.432 -4.333
H -4.769 -2.761 -4.934
H -6.488 -1.403 -3.859
H -5.845 0.273 -2.098
H -3.770 0.433 1.223
H -2.799 0.438 2.700
H -2.419 -0.682 1.386
H -0.926 4.279 1.024
H -2.386 5.235 1.274
H -2.078 4.564 -0.314
H -1.993 2.898 3.184
H -3.683 2.379 2.992
H -3.279 4.087 2.995
H -4.018 3.150 -0.635
H -4.653 4.031 0.752
H -4.736 2.272 0.714
H 3.301 0.508 -2.736
H 3.980 -0.922 -1.975
H 3.433 0.426 -0.966
H 1.760 -0.957 -3.978
H 0.497 -1.868 -3.139
H 2.161 -2.443 -3.122
H 1.885 -1.284 0.333
H 2.588 -2.527 -0.724
H 0.835 -2.335 -0.646
O -2.972 -6.390 1.736
S -2.176 -5.895 0.665
O -2.500 -6.191 -0.690
N -2.065 -4.212 0.823
C -0.871 -3.881 1.148
S -0.492 -2.253 1.514
C 0.145 -4.952 1.240
C 1.493 -4.836 1.543
C 2.248 -6.000 1.592
C 1.666 -7.236 1.337
C 0.312 -7.349 1.031
C -0.425 -6.188 0.990
H 1.927 -3.862 1.733
H 3.300 -5.947 1.840
H 2.272 -8.131 1.381
H -0.140 -8.313 0.839

Mulliken atomic charge list, values in e, 6 entries: -0.971 -0.613 -0.907 -0.556 0.685 0.812

[2]
Formula: C40H44BrKN4O10P2S4
Source: the OMol25 dataset
Level of theory: the ωB97M-V functional and the def2-TZVPD basis

The energy relative to the best compared isomer or geometry (same formula, charge and spin) comes out at 273.7 kJ/mol. Its LUMO energy is 0.137 Eh. As for the HOMO-LUMO gap: 5.75 eV. The total charge is -2. The HOMO energy is -2.0 eV.

CARTESIAN COORDINATES (ANGSTROEM)
K 1.442 1.849 -0.083
O 0.509 1.792 -2.181
S 1.122 2.028 -3.538
C 2.881 1.550 -3.485
C 3.210 0.061 -3.581
C 4.620 -0.322 -3.097
C 5.024 0.059 -1.670
S 3.914 -0.472 -0.348
O 2.539 -0.008 -0.762
C 4.006 -2.219 -0.749
C 2.896 -2.845 -1.286
C 2.956 -4.208 -1.567
C 4.115 -4.928 -1.307
C 5.221 -4.289 -0.752
C 5.164 -2.934 -0.463
C 0.525 0.692 -4.559
C 0.720 0.696 -5.932
C 0.232 -0.360 -6.689
C -0.456 -1.400 -6.070
C -0.658 -1.380 -4.695
C -0.173 -0.326 -3.927
H 3.178 2.017 -2.536
H 3.353 2.136 -4.280
H 3.114 -0.262 -4.621
H 2.481 -0.504 -3.004
H 5.365 0.143 -3.753
H 4.721 -1.403 -3.228
H 5.120 1.145 -1.548
H 5.999 -0.365 -1.410
H 1.995 -2.266 -1.455
H 2.086 -4.702 -1.983
H 4.155 -5.989 -1.522
H 6.124 -4.847 -0.536
H 6.016 -2.434 -0.012
H 1.253 1.515 -6.404
H 0.381 -0.366 -7.762
H -0.843 -2.220 -6.662
H -1.199 -2.184 -4.208
H -0.329 -0.275 -2.852
S -1.104 1.144 1.728
C -1.393 -0.305 2.352
N -2.165 -0.474 3.539
C -1.907 -1.658 4.314
C -2.062 -2.848 3.415
N -1.153 -2.728 2.280
C -0.794 -3.996 1.672
C -1.974 -4.719 1.059
C -2.773 -4.106 0.092
C -3.859 -4.783 -0.447
C -4.165 -6.078 -0.036
C -3.378 -6.690 0.929
C -2.294 -6.007 1.473
C -0.959 -1.542 1.632
S -0.191 -1.487 0.149
C -2.643 0.665 4.287
C -4.081 0.503 4.727
C -5.110 0.505 3.782
C -6.425 0.332 4.187
C -6.735 0.148 5.536
C -5.717 0.144 6.478
C -4.397 0.321 6.066
H -2.633 -1.726 5.126
H -0.896 -1.649 4.755
H -3.102 -2.914 3.082
H -1.818 -3.771 3.945
H -0.363 -4.637 2.447
H -0.035 -3.788 0.920
H -2.531 -3.096 -0.224
H -4.475 -4.292 -1.192
H -5.013 -6.601 -0.461
H -3.610 -7.693 1.267
H -1.685 -6.481 2.236
H -2.534 1.542 3.653
H -2.024 0.834 5.184
H -4.858 0.656 2.732
H -7.217 0.343 3.447
H -7.764 0.013 5.848
H -5.943 0.000 7.528
H -3.595 0.322 6.800
O 4.637 4.760 0.560
P 4.383 3.487 -0.363
O 5.452 3.370 -1.392
O 2.951 3.374 -0.797
O 4.607 2.244 0.729
P 3.714 2.110 2.112
O 4.738 1.229 3.019
O 3.623 3.492 2.696
O 2.499 1.290 1.876
H 4.240 4.614 1.447
H 5.440 1.811 3.322
N -1.452 7.941 -2.778
C -1.342 6.567 -2.801
O -1.273 5.955 -3.848
C -1.324 5.911 -1.459
C -2.000 6.439 -0.368
C -1.918 5.788 0.846
C -1.147 4.637 0.925
N -0.487 4.122 -0.111
C -0.591 4.744 -1.285
H -1.308 8.399 -3.662
H -1.194 8.435 -1.942
H -2.611 7.329 -0.474
H -2.450 6.145 1.718
H -1.062 4.092 1.859
H -0.054 4.310 -2.120
Br -3.470 1.822 0.502

Mulliken atomic charge list, values in e, 6 entries: 1.968 -0.511 -0.106 0.387 0.452 -1.311

[3]
Formula: C40H44F4GeN3SiTl
Source: the OMol25 dataset
Level of theory: the ωB97M-V functional and the def2-TZVPD basis

Its LUMO energy (spin up / spin down) is 0.165 / 0.165 Eh. As for the HOMO-LUMO gap (spin up / spin down): 5.32 / 5.32 eV. The total charge is -2. The HOMO energy (spin up / spin down) is -0.8 / -0.8 eV.

CARTESIAN COORDINATES (ANGSTROEM)
Tl 0.308 -0.749 -0.389
C -3.019 -3.507 0.994
C -1.602 -3.918 1.372
N -0.796 -2.871 2.016
C -1.475 -2.441 3.235
C -0.718 -1.440 4.097
C 0.550 -3.391 2.223
C 1.723 -2.428 2.523
N 1.726 -1.135 1.859
C 2.702 -0.294 2.164
C 2.724 1.019 1.586
F 1.729 1.348 0.733
C 3.683 1.958 1.844
F 3.611 3.168 1.256
C 4.741 1.716 2.711
C 4.763 0.466 3.294
F 5.783 0.170 4.137
C 3.803 -0.491 3.060
F 3.961 -1.674 3.720
H -3.443 -4.271 0.337
H -2.997 -2.562 0.441
H -3.671 -3.408 1.863
H -1.080 -4.218 0.460
H -1.649 -4.809 2.032
H -1.741 -3.326 3.849
H -2.401 -1.959 2.918
H 0.082 -1.906 4.671
H -1.417 -0.982 4.797
H -0.294 -0.666 3.457
H 0.810 -3.916 1.301
H 0.531 -4.138 3.039
H 2.628 -2.984 2.236
H 1.780 -2.295 3.608
H 5.500 2.457 2.903
C -1.588 0.098 -1.263
Ge -1.972 1.737 -0.380
C -3.293 2.514 -1.667
C -3.568 1.865 -2.870
C -4.418 2.423 -3.814
C -5.014 3.656 -3.573
C -4.751 4.318 -2.382
C -3.899 3.749 -1.445
C -0.701 3.283 -0.129
C -0.502 3.995 1.050
C 0.485 4.969 1.140
C 1.283 5.259 0.044
C 1.083 4.573 -1.147
C 0.104 3.595 -1.224
C -3.053 1.785 1.344
C -4.447 1.716 1.303
C -5.205 1.528 2.450
C -4.582 1.413 3.685
C -3.197 1.476 3.752
C -2.449 1.635 2.594
H -3.086 0.910 -3.056
H -4.613 1.904 -4.746
H -5.672 4.100 -4.312
H -5.209 5.282 -2.188
H -3.698 4.275 -0.515
H -1.132 3.799 1.909
H 0.642 5.494 2.076
H 2.054 6.016 0.116
H 1.701 4.793 -2.010
H -0.050 3.046 -2.149
H -4.943 1.821 0.344
H -6.287 1.478 2.385
H -5.172 1.270 4.583
H -2.702 1.398 4.714
H -1.365 1.648 2.661
C 3.864 -3.094 -0.513
Si 2.719 -3.128 -2.035
C 1.365 -4.427 -1.683
C 3.822 -3.957 -3.368
N 2.051 -1.600 -2.262
C 1.980 -0.796 -3.359
C 1.676 0.582 -3.228
C 1.608 1.423 -4.319
C 1.847 0.952 -5.607
C 2.140 -0.396 -5.770
C 2.201 -1.249 -4.682
H 3.996 -4.087 -0.074
H 3.444 -2.436 0.251
H 4.856 -2.712 -0.768
H 1.764 -5.359 -1.272
H 0.789 -4.668 -2.579
H 0.667 -4.009 -0.956
H 4.355 -4.821 -2.964
H 4.569 -3.245 -3.729
H 3.246 -4.299 -4.232
H 1.507 0.980 -2.236
H 1.371 2.471 -4.173
H 1.802 1.618 -6.461
H 2.324 -0.789 -6.766
H 2.417 -2.299 -4.841

Mulliken atomic charge list, values in e, 6 entries: 0.783 -1.332 -0.208 0.862 -0.718 -0.869

[4]
Formula: C40H45GdIN4O2SSi2Te
Source: the OMol25 dataset
Level of theory: the ωB97M-V functional and the def2-TZVPD basis

Its expectation value of S² is 16.11. Its LUMO energy (spin up / spin down) is 0.066 / 0.068 Eh. The spin multiplicity is 8. As for the HOMO-LUMO gap (spin up / spin down): 5.73 / 6.05 eV. The total charge is -1. The HOMO energy (spin up / spin down) is -3.9 / -4.2 eV.

CARTESIAN COORDINATES (ANGSTROEM)
Gd -0.091 0.823 -1.138
N -1.141 3.126 0.422
N -2.428 3.645 0.304
C -3.475 2.939 -0.172
N -4.639 3.658 -0.173
S -3.451 1.361 -0.658
H -0.950 2.859 1.377
H -0.490 3.847 0.137
H -2.644 4.473 0.837
H -4.579 4.653 -0.328
H -5.388 3.194 -0.657
C -2.337 4.177 -2.887
Si -1.035 2.741 -3.122
C 0.230 3.593 -4.304
C -2.030 1.648 -4.393
C -2.572 2.308 -5.503
C -3.269 1.644 -6.499
C -3.446 0.270 -6.403
C -2.928 -0.401 -5.309
C -2.222 0.255 -4.294
Si -1.540 -0.903 -2.901
C -0.522 -2.170 -3.950
C -3.053 -1.967 -2.360
H -2.386 4.813 -3.776
H -2.104 4.829 -2.039
H -3.335 3.759 -2.728
H -0.269 4.209 -5.058
H 0.816 2.829 -4.820
H 0.935 4.230 -3.761
H -2.444 3.382 -5.597
H -3.662 2.189 -7.350
H -3.981 -0.273 -7.175
H -3.069 -1.477 -5.246
H -1.157 -2.976 -4.333
H 0.286 -2.632 -3.375
H -0.057 -1.664 -4.797
H -3.678 -2.244 -3.212
H -3.679 -1.426 -1.645
H -2.713 -2.891 -1.882
C 2.148 -2.149 5.585
C 2.034 -1.329 4.325
C 3.112 -0.696 3.742
C 3.035 0.035 2.547
C 4.285 0.739 2.171
O 4.965 1.272 3.034
C 4.808 0.691 0.778
C 5.490 1.794 0.272
C 6.140 1.711 -0.947
C 6.148 0.512 -1.646
C 5.480 -0.591 -1.138
C 4.792 -0.498 0.060
C 1.800 0.162 1.849
O 1.621 0.807 0.742
C 0.682 -0.417 2.543
C 0.796 -1.133 3.715
C -0.641 -0.082 1.974
N -1.115 -0.638 0.913
C -0.641 -1.992 0.599
C 0.742 -2.155 -0.024
Te 0.964 -4.143 -0.800
C 0.969 -4.940 1.184
C -0.113 -5.667 1.666
C -0.107 -6.154 2.966
C 0.981 -5.915 3.795
C 2.061 -5.184 3.319
C 2.055 -4.699 2.020
C -1.395 0.961 2.684
C -2.791 1.005 2.614
C -3.498 1.974 3.303
C -2.833 2.909 4.086
C -1.449 2.846 4.204
C -0.737 1.874 3.522
H 3.191 -2.278 5.875
H 1.705 -3.136 5.440
H 1.624 -1.668 6.415
H 4.088 -0.749 4.212
H 5.509 2.708 0.852
H 6.648 2.580 -1.347
H 6.651 0.438 -2.602
H 5.463 -1.515 -1.701
H 4.257 -1.357 0.449
H -0.106 -1.525 4.179
H -1.384 -2.403 -0.085
H -0.663 -2.585 1.519
H 1.539 -1.995 0.695
H 0.899 -1.501 -0.881
H -0.969 -5.845 1.025
H -0.956 -6.716 3.335
H 0.986 -6.297 4.808
H 2.914 -4.994 3.959
H 2.899 -4.123 1.657
H -3.298 0.262 2.016
H -4.579 2.003 3.231
H -3.391 3.674 4.613
H -0.925 3.553 4.835
H 0.341 1.823 3.610
I 2.263 0.302 -3.000

Mulliken atomic charge list, values in e, 6 entries: -0.259 0.069 -0.348 0.234 -0.500 -0.182

E_tot per entry: -3618.14115 -7971.91841 -4653.12442 -4229.41534 Eh